Computed, not measured: 2 unconnected molecules or ions with the total composition C6H12N4O4 in a non-equilibrium geometry, with the ωB97M-V functional and the def2-TZVPD basis.

The frontier orbital gap is 9.19 eV. The LUMO energy comes out at -0.5 eV. Its spin multiplicity is 1. As for the largest force on an atom: 3.956 eV/Å. The total energy is -755.5058 Ha. The energy relative to the best compared isomer or geometry (same formula, charge and spin) comes out at 672.4 kJ/mol.

XYZ file:
```
26
Properties=species:S:1:pos:R:3:forces:R:3
C 2.0426 1.6998 -0.1331 3.022 0.231 -1.704
C 0.8623 1.8668 -1.0292 -1.072 1.119 -1.802
C 1.6525 1.6385 1.3405 2.972 2.559 0.519
C -0.1711 0.7739 -0.8169 -1.340 -1.166 -1.621
C 0.6648 0.5323 1.6182 1.034 -1.961 -0.718
C -0.4914 0.4193 0.5894 -0.060 -0.168 0.167
N -1.6626 -0.0673 0.9116 1.489 -1.043 2.220
N -1.3712 -2.2035 -0.5564 0.546 2.302 0.536
N -2.6212 -2.3621 -0.9511 0.581 0.625 -0.317
N -0.3701 -3.0630 -0.6804 -0.257 -2.208 -0.431
O -3.1895 -1.2359 -1.0439 -0.394 0.118 0.447
O -3.1698 -3.3843 -1.1486 -0.983 -1.957 -0.501
O -0.4655 -4.1959 -1.1303 -0.346 0.345 -0.096
O 0.6791 -2.5826 -0.2860 0.943 0.331 0.344
H 2.7086 0.8141 -0.4481 -1.452 0.616 0.612
H 2.8007 2.5151 -0.4917 -1.353 -0.809 1.552
H 0.3040 2.8385 -0.7576 1.064 -1.094 -0.539
H 1.1814 1.9461 -2.1687 -0.793 -0.244 2.381
H 2.7125 1.7386 1.9122 -2.566 -1.391 -0.712
H 1.2746 2.6248 1.6542 -0.480 -0.218 -0.367
H -1.0693 0.8760 -1.4868 0.295 0.553 1.129
H 0.0700 -0.2237 -1.2635 0.768 0.268 0.660
H 1.2926 -0.4160 1.6536 -0.976 0.524 -1.062
H 0.3619 0.4685 2.6281 -1.045 0.658 1.155
H -2.4129 -0.4472 0.2170 1.027 0.770 0.134
H -1.6129 -0.5709 1.8673 -0.627 1.241 -1.985
```
Forces are in eV/Å.


Computed, not measured: a single C6H12N6O2S molecule in a non-equilibrium geometry, with the ωB97M-V functional and the def2-TZVPD basis.

The frontier orbital gap is 7.02 eV. The LUMO energy comes out at -0.4 eV. Its spin multiplicity is 1. As for the largest force on an atom: 5.853 eV/Å. The total energy is -1112.8124 Ha. As for the structure (SMILES): CN(/N=N/N)[C@@H]1N=CC=C[C@@H]1S(N)(=O)=O. The energy relative to the best compared isomer or geometry (same formula, charge and spin) comes out at 86.7 kJ/mol.

XYZ file:
```
27
Properties=species:S:1:pos:R:3:forces:R:3
C 2.1568 1.5616 1.0906 -4.514 0.007 -0.297
C 0.7788 1.7699 0.9278 3.049 0.069 0.044
C 2.8126 0.4621 0.3975 3.066 1.263 0.988
C 0.1845 1.2523 -0.2964 -0.517 -2.699 -2.436
C 1.0957 -0.2545 -0.9879 -1.744 1.168 -1.904
C 0.2300 -2.5264 -1.7634 -1.810 -1.180 1.907
N 2.4198 -0.3240 -0.5022 -0.392 -0.370 0.114
N -0.9202 -2.2791 0.9035 1.667 1.289 -2.214
N -0.1928 -1.3361 0.4111 -3.186 -2.346 4.313
N -1.5189 -1.9260 2.0885 2.928 0.230 -0.663
N -2.1426 2.5968 -0.4690 1.403 -1.911 -2.561
N 0.3486 -1.4542 -0.7563 2.157 0.274 -0.856
O -2.1026 0.1457 -1.2111 0.329 0.663 -0.224
O -2.0004 0.7062 1.1914 0.107 1.131 -1.379
S -1.6243 1.0357 -0.1921 -0.051 -1.753 1.977
H 2.5936 2.0034 1.9539 0.637 0.041 0.451
H 0.1680 2.2887 1.6882 0.413 -0.223 -0.578
H 3.8911 0.3707 0.7984 -1.540 -0.424 -0.853
H 0.2145 1.7543 -1.2810 0.653 0.667 0.800
H 1.0643 -0.1018 -2.1368 0.355 0.224 1.860
H 1.0969 -2.4864 -2.4480 -0.499 -0.417 0.599
H -0.0386 -3.6014 -1.2029 1.253 2.953 -1.566
H -0.6997 -2.2050 -2.2423 0.048 -0.706 -0.758
H -1.6214 -0.9403 2.1479 -0.599 0.809 0.276
H -2.2736 -2.5102 2.2236 -1.884 -0.962 0.396
H -2.6033 2.8745 0.3142 -1.661 1.276 2.749
H -1.3167 3.1235 -0.6475 0.331 0.927 -0.185
```
Forces are in eV/Å.


Computed, not measured: a molecular structure, C6H12NO in a non-equilibrium geometry, with the ωB97M-V functional and the def2-TZVPD basis.

Its net charge is -1. The frontier orbital gap is 6.50 eV. The LUMO energy comes out at 3.9 eV. Its spin multiplicity is 1. As for the largest force on an atom: 5.005 eV/Å. The total energy is -365.6825 Ha. The energy relative to the best compared isomer or geometry (same formula, charge and spin) comes out at 252.7 kJ/mol.

XYZ file:
```
20
Properties=species:S:1:pos:R:3:forces:R:3
C -0.3028 1.4460 2.1670 0.109 -0.463 -0.106
O 0.8379 1.8731 2.6718 0.375 0.115 0.103
C -0.0841 0.3383 0.9128 -0.176 3.477 3.595
C 0.5442 1.1920 -0.2596 -2.657 -2.642 -0.806
C 0.3335 -0.0858 -1.0125 2.413 1.109 -1.911
C -0.6826 -0.4850 -1.8037 1.174 -0.506 -1.145
C -0.6672 -1.9678 -2.1510 -0.630 0.191 0.064
N 0.8858 -0.5225 1.5744 -1.273 -0.257 -0.759
H -0.9827 2.2395 1.7969 -0.145 -0.023 -0.291
H -0.8898 0.7902 2.8623 -0.206 0.140 0.088
H -1.1368 0.1129 0.8458 0.096 -1.113 -0.753
H -0.1559 1.8474 -0.7877 0.138 0.866 1.043
H 1.4467 1.5457 0.2169 0.476 0.162 -0.735
H 1.2447 -0.6879 -1.0178 -0.571 -0.955 0.894
H -1.1028 0.1890 -2.5507 -0.752 0.197 0.743
H -1.6132 -2.3153 -2.5715 -0.026 0.198 -0.405
H 0.1487 -2.2460 -2.8269 -0.028 -0.184 0.035
H -0.6254 -2.5458 -1.2301 0.478 -0.102 0.100
H 1.2607 0.1334 2.2816 0.765 -0.155 -0.217
H 1.5411 -0.8514 0.8819 0.442 -0.055 0.464
```
Forces are in eV/Å.


Computed, not measured: 2 unconnected molecules or ions with the total composition C6H12NO in a non-equilibrium geometry, with the ωB97M-V functional and the def2-TZVPD basis.

Its net charge is +1. The frontier orbital gap is 3.47 eV. The LUMO energy comes out at -9.0 eV. Its spin multiplicity is 1. As for the largest force on an atom: 5.347 eV/Å. The total energy is -365.3240 Ha. The energy relative to the best compared isomer or geometry (same formula, charge and spin) comes out at 591.7 kJ/mol.

XYZ file:
```
20
Properties=species:S:1:pos:R:3:forces:R:3
O 0.0351 1.2340 1.9581 1.801 -1.831 -2.930
C 0.5021 0.2354 1.3645 -2.084 1.619 3.939
C 1.0548 0.0002 0.0756 -0.009 -1.581 -4.763
C 1.1475 -1.4399 -0.4935 1.501 3.134 2.649
C -0.1833 -2.0181 -1.0642 -1.436 -0.804 -0.719
C -0.8635 -1.7269 -3.5995 -0.441 -0.173 1.076
C -0.7611 -1.3234 -2.2764 0.824 1.213 -1.271
N -0.6597 4.1023 3.0863 -3.330 1.943 3.704
H 0.3715 -0.6949 1.8576 -0.185 -1.243 0.950
H 1.2092 0.7810 -0.6606 0.387 0.512 0.284
H 1.2902 -1.9433 0.5218 0.391 -0.456 -1.646
H 1.9161 -1.4884 -1.2996 -0.242 0.024 0.929
H -0.0425 -3.1077 -1.2199 0.039 0.682 0.290
H -0.8041 -1.8155 -0.2037 -0.921 -0.643 -0.066
H -1.3375 -1.0238 -4.3391 0.611 -0.716 0.969
H -0.6447 -2.7699 -4.0591 -0.132 1.857 1.339
H -0.9703 -0.2282 -1.9759 -0.100 -1.633 -1.067
H 0.1694 3.6457 2.9345 2.728 -1.097 0.094
H -1.3559 3.3958 2.9586 -0.659 -0.435 -0.546
H -0.8437 4.2977 4.1781 1.258 -0.373 -3.214
```
Forces are in eV/Å.


Computed, not measured: a gas-phase ion, C6H12NO (charge +1) in a non-equilibrium geometry, with the ωB97M-V functional and the def2-TZVPD basis.

Its net charge is +1. The frontier orbital gap is 7.84 eV. The LUMO energy comes out at -3.5 eV. Its spin multiplicity is 1. As for the largest force on an atom: 1.163 eV/Å. The total energy is -365.5280 Ha. As for the structure (SMILES): [NH3+]CC/C=C/C=C/O. The energy relative to the best compared isomer or geometry (same formula, charge and spin) comes out at 56.0 kJ/mol.

XYZ file:
```
20
Properties=species:S:1:pos:R:3:forces:R:3
C 2.5015 -0.8659 -0.2453 0.340 0.914 -0.633
C 1.0860 -1.3557 -0.1853 -0.469 0.021 0.647
C 0.1790 -0.3113 0.4430 0.349 -0.056 -0.548
C -1.1170 -0.1867 0.1457 -0.614 -0.292 0.308
C -2.0300 0.7093 0.8334 0.849 0.161 0.198
C -3.3002 0.9028 0.4996 -0.579 -0.069 0.050
O -4.0929 1.7063 1.2404 0.193 0.002 -0.049
N 2.5268 0.4325 -1.0965 0.380 -0.336 0.126
H 3.2231 -1.5063 -0.7379 -0.123 -0.403 0.089
H 2.9052 -0.5486 0.7105 -0.098 -0.246 0.217
H 0.7309 -1.6527 -1.1769 0.041 -0.081 0.106
H 1.0814 -2.2330 0.4622 0.092 -0.273 -0.145
H 0.6507 0.3218 1.1963 -0.239 -0.019 0.034
H -1.5873 -0.9176 -0.5220 0.293 0.343 -0.189
H -1.6250 1.2415 1.6914 -0.182 0.027 -0.050
H -3.7717 0.4275 -0.3562 0.093 -0.090 0.016
H -5.0092 1.6551 0.9547 -0.010 0.012 -0.092
H 2.7518 1.2286 -0.5039 -0.264 0.202 -0.086
H 1.6270 0.5876 -1.5628 0.057 0.071 0.167
H 3.2699 0.3649 -1.7903 -0.108 0.112 -0.165
```
Forces are in eV/Å.